Molecular formula: C38H67N18O16
Method: DFT, wB97M-V/def2-TZVPD

Last column: Mulliken charge in e.
Element x y z (Å)
1 C -15.036687 11.016764 2.954552  -0.4244
2 C -14.356804 11.067627 4.327867  0.5202
3 N -13.608689 12.265752 4.590258  0.9532
4 C -13.967484 13.318020 5.386276  -0.1315
5 C -13.048096 14.271654 5.213652  -0.7602
6 N -12.034726 13.703482 4.491962  0.4692
7 C -12.391743 12.509820 4.099127  -0.7100
8 C -10.683558 14.267569 4.396616  0.0726
9 H -15.563466 11.972594 2.893235  0.2720
10 H -15.724774 10.181682 2.846776  0.3307
11 H -14.383721 10.972437 2.083239  -0.3058
12 H -13.760109 10.153124 4.306931  -0.5635
13 H -15.106895 10.958652 5.105649  -0.1522
14 H -14.942616 13.291501 5.842956  -0.0701
15 H -12.902915 15.258877 5.619033  0.4407
16 H -11.873617 11.734530 3.558488  0.7724
17 H -10.648116 15.291143 4.750956  -0.0813
18 H -10.445886 14.255592 3.327982  0.0882
19 H -9.935931 13.586395 4.795535  0.0515
20 C -7.434854 11.632902 2.270454  -0.8161
21 C -6.547705 11.350629 1.250910  -0.4080
22 C -6.512854 10.058738 0.709162  0.3926
23 C -7.304650 9.061996 1.232910  -0.7126
24 C -8.315588 9.364542 2.159849  -0.5474
25 C -8.323442 10.635194 2.674116  0.8497
26 O -9.278418 11.053404 3.603980  0.4415
27 O -5.591268 9.763150 -0.247459  -0.5552
28 H -7.538635 12.575198 2.794083  0.4684
29 H -5.819906 12.086649 0.932413  0.3782
30 H -7.350740 8.062733 0.817676  0.3897
31 H -8.966951 8.600616 2.564231  0.4636
32 H -9.862887 10.297288 3.816952  -0.3303
33 H -5.435836 10.491335 -0.853841  0.3186
34 C -9.180893 14.942752 8.833463  -0.9105
35 C -8.525807 15.167985 7.627720  -0.2056
36 C -8.143038 14.058099 6.883523  0.1580
37 C -8.431927 12.767610 7.283092  -0.2334
38 C -9.172438 12.564904 8.444060  -0.1942
39 C -9.552118 13.663840 9.200380  0.6208
40 O -10.198838 13.513167 10.396066  -0.5637
41 O -7.427667 14.113960 5.711308  -0.4977
42 H -9.375572 15.773048 9.498669  0.4550
43 H -8.305387 16.182848 7.339799  0.1941
44 H -8.177140 11.907928 6.678747  0.4263
45 H -9.605071 11.596558 8.667830  0.0609
46 H -10.630764 12.691907 10.618357  0.2915
47 H -6.996744 14.963845 5.559915  0.3284
48 C -15.497657 11.644351 -0.936187  -0.6900
49 C -15.587568 10.439293 -1.610358  -0.4060
50 C -14.582965 9.469799 -1.530150  0.7567
51 C -13.388647 9.787203 -0.905793  -0.7616
52 C -13.327868 10.984103 -0.173063  -0.1485
53 C -14.321383 11.936784 -0.212025  -0.0297
54 O -14.213326 13.068710 0.530737  -0.1670
55 O -14.753904 8.242645 -2.130711  -0.5646
56 H -16.373999 12.273122 -0.827237  0.4383
57 H -16.560736 10.181167 -2.021667  0.2270
58 H -12.587459 9.074105 -0.821462  0.4566
59 H -12.428380 11.169368 0.408022  0.5347
60 H -14.924210 13.742274 0.550901  0.1891
61 H -15.705666 8.107953 -2.209031  0.2810
62 C -14.962577 6.231248 4.425057  -0.6817
63 C -13.666232 6.005398 4.888985  -0.5112
64 C -12.566653 6.468761 4.187082  0.3285
65 C -12.755889 7.188596 3.020419  -0.3009
66 C -14.028606 7.455261 2.559470  -0.2537
67 C -15.125814 6.913151 3.240223  0.2673
68 O -16.365808 7.311494 2.861940  -0.6256
69 O -11.277171 6.208781 4.560747  -0.5216
70 H -15.739489 5.909581 5.102049  0.4167
71 H -13.564083 5.558363 5.872198  0.3213
72 H -11.881447 7.604732 2.534294  0.3720
73 H -14.136701 8.091183 1.690390  0.4943
74 H -16.523022 7.963539 2.184450  0.3384
75 H -11.165889 5.815900 5.428783  0.3222
76 C -11.381486 16.150697 0.855584  0.6505
77 O -11.895501 17.152472 1.365897  -0.6885
78 N -12.070595 15.227205 0.061918  -0.3039
79 N -9.930410 15.898386 0.877632  -0.4051
80 H -11.558856 14.389815 -0.132139  0.2221
81 H -13.072444 15.160658 0.151313  0.1615
82 H -9.617998 15.976613 1.840846  0.1028
83 H -9.422789 16.304507 0.113323  0.2147
84 C -18.949625 13.456176 5.169053  0.5070
85 O -17.691826 13.432466 5.229665  -0.5128
86 N -19.608807 14.207702 4.175139  -0.4566
87 N -19.786330 12.760824 6.001698  -0.2819
88 H -19.102012 14.317659 3.311313  0.2158
89 H -20.604930 14.117106 4.142400  0.1845
90 H -19.332601 12.193218 6.743815  0.1586
91 H -20.771558 12.793594 5.865104  0.1557
92 C -9.635824 17.552875 4.619943  0.2491
93 O -8.634313 17.374647 3.922562  -0.6711
94 N -9.597302 17.555279 6.027374  -0.2497
95 N -10.927597 17.600351 4.136756  -0.1487
96 H -8.647893 17.571034 6.363368  0.3512
97 H -10.357679 17.877429 6.587964  0.1564
98 H -11.071623 17.585746 3.131012  0.1478
99 H -11.759402 17.679941 4.694055  0.3844
100 C -15.544882 8.207620 8.470071  0.5981
101 O -16.272918 7.399188 7.878641  -0.6098
102 N -14.842556 7.848722 9.648817  -0.4347
103 N -15.331493 9.522421 8.028202  -0.0886
104 H -14.627997 6.866553 9.702758  0.2509
105 H -14.225033 8.507153 10.082567  0.1790
106 H -15.938252 9.944415 7.355202  -0.0356
107 H -14.670970 10.104842 8.500266  0.1247
108 C -17.980464 11.906265 8.784449  0.7632
109 O -19.198776 11.748570 8.484783  -0.7222
110 N -16.906185 12.263777 7.948327  -0.1356
111 N -17.564490 11.507634 10.064897  -0.4055
112 H -16.038139 12.258387 8.437357  0.2298
113 H -17.046729 12.321616 6.943908  -0.1256
114 H -18.207121 11.074398 10.695978  0.2183
115 H -16.596888 11.534059 10.309751  0.1291
116 C -16.160076 15.559854 2.225430  0.7805
117 O -16.152503 14.542033 1.503203  -0.7962
118 N -16.506045 15.479998 3.558430  0.1922
119 N -15.759750 16.806394 1.769136  -0.3300
120 H -16.505042 16.326420 4.090847  0.0983
121 H -16.679332 14.566442 3.969086  -0.2869
122 H -15.968490 17.617069 2.316776  0.1586
123 H -15.573213 16.891362 0.788070  0.2196
124 C -14.755854 17.433267 5.590701  0.3633
125 O -13.591035 17.475591 5.185172  -0.6248
126 N -15.271842 16.359515 6.322144  -0.1710
127 N -15.693550 18.438441 5.341599  -0.3687
128 H -14.671753 15.616893 6.603342  0.1337
129 H -16.238989 16.404792 6.564295  0.2286
130 H -15.415599 19.314571 4.935659  0.2269
131 H -16.675219 18.411789 5.534047  0.1750
132 C -11.291469 9.470790 6.052039  0.1821
133 O -11.412801 9.628693 4.833447  -0.4878
134 N -12.361769 9.284045 6.942092  -0.1228
135 N -10.054743 9.424038 6.694103  -0.3718
136 H -13.203803 8.978577 6.475740  0.1022
137 H -12.271280 9.155988 7.924631  0.1887
138 H -9.967848 9.508991 7.683206  0.1409
139 H -9.244103 9.585744 6.117412  0.1731

Cartesian forces, eV/Å:
C -0.37 1.53 0.09
C -0.80 -2.12 -0.97
N 1.10 -0.37 0.04
C -1.96 -0.37 -0.67
C 1.16 0.47 0.98
N 1.11 0.91 0.19
C -0.97 -1.26 -0.13
C 0.35 -0.52 -1.76
H -0.46 -0.20 -0.54
H -0.09 0.00 0.44
H 0.39 0.00 0.43
H 0.67 0.41 0.79
H -0.06 0.11 0.12
H -0.04 0.30 0.06
H -0.14 0.02 -0.08
H 0.49 0.40 -0.13
H -0.09 -0.22 0.26
H 0.03 0.38 0.02
H -0.20 0.13 0.65
C -0.47 -0.54 -0.09
C -0.05 -0.12 0.47
C 0.46 0.71 0.36
C -1.47 -0.42 -0.36
C 1.26 0.13 0.12
C -0.85 1.07 0.61
O -0.04 -0.71 -0.02
O 0.20 -0.78 -0.44
H 0.31 0.15 -0.26
H -0.07 0.02 -0.12
H 0.56 0.06 -0.14
H -0.10 -0.06 -0.18
H 0.10 0.37 0.05
H -0.08 0.19 0.19
C 0.02 0.32 -0.16
C 0.11 -0.75 0.59
C 0.92 0.11 -0.76
C -0.99 -0.37 0.69
C -0.44 0.47 -0.71
C 0.06 -0.96 0.59
O -0.24 1.31 0.68
O -0.02 0.24 -0.24
H -0.24 -0.03 0.01
H 0.28 -0.45 0.04
H 0.24 0.23 -0.21
H 0.39 -0.10 0.23
H 0.27 -0.51 -0.62
H -0.26 0.06 0.15
C 0.70 -0.25 0.56
C -0.56 -0.21 0.76
C 0.08 0.26 -0.81
C -0.85 0.35 0.85
C 1.09 -0.16 -0.45
C -1.76 0.28 -0.45
O 1.33 0.18 0.30
O 0.02 0.26 0.35
H 0.16 0.20 -0.27
H 0.20 -0.05 -0.29
H 0.12 -0.17 -0.14
H -0.06 0.14 -0.04
H -0.50 -0.83 -0.11
H 0.13 -0.16 -0.22
C 0.74 -0.26 0.51
C -0.16 0.29 0.10
C -0.06 -0.64 0.36
C 0.37 0.34 -0.02
C 0.38 -0.67 0.40
C 0.13 2.07 -0.85
O -1.86 -1.09 0.93
O 0.62 0.44 -0.29
H -0.51 0.15 -0.45
H 0.19 -0.24 -0.13
H -0.05 -0.08 -0.10
H -0.27 -0.08 -0.10
H 0.98 0.09 -0.41
H -0.50 -0.11 0.07
C 0.21 0.71 -1.40
O 0.43 -1.88 -0.25
N 1.07 1.47 1.43
N -2.61 -1.06 0.75
H -0.06 -0.31 -0.08
H 0.14 0.01 -0.04
H 0.70 0.77 -0.60
H 0.27 0.30 0.27
C -0.63 -0.08 -0.83
O -1.40 -0.32 0.30
N 1.13 -0.65 1.35
N 2.57 0.52 -0.60
H -0.10 0.14 0.03
H -0.16 -0.02 -0.35
H -1.15 0.54 -0.14
H -0.35 -0.17 0.16
C -1.15 -0.44 0.31
O -0.92 0.19 0.82
N 0.98 -0.15 -1.76
N 1.22 0.02 -0.51
H -0.38 0.47 0.19
H -0.09 0.28 0.12
H 0.06 0.10 0.07
H 0.08 0.14 0.25
C -0.57 -1.06 -0.44
O 1.48 1.76 1.08
N -0.88 0.52 -1.59
N 0.11 -1.37 0.67
H -0.04 0.06 0.21
H 0.19 -0.07 0.08
H -0.31 -0.16 -0.06
H 0.05 0.17 0.08
C -1.37 -2.16 0.77
O 3.38 0.89 0.01
N -2.31 -0.29 1.23
N -0.04 1.09 -1.65
H 0.57 0.15 -0.56
H 0.19 0.47 0.14
H -0.32 0.04 -0.04
H 0.13 -0.08 0.21
C 0.34 -0.37 0.09
O -0.06 1.21 0.58
N 0.31 0.20 -1.79
N -0.54 -1.48 0.54
H -0.02 -0.16 0.30
H -0.22 0.35 0.14
H 0.14 0.26 -0.06
H -0.06 0.15 -0.07
C -0.14 -0.29 0.21
O -1.44 0.06 0.77
N 0.34 1.97 -1.11
N 0.71 -0.38 -0.31
H -0.03 -0.16 0.13
H -0.17 -0.44 0.45
H 0.55 -0.18 -0.11
H -0.11 -0.46 0.48
C 0.75 -0.33 1.40
O -0.10 -0.20 1.29
N 0.34 0.56 -2.42
N -0.96 0.14 -1.46
H -0.14 0.05 0.39
H 0.29 -0.34 0.22
H 0.03 -0.08 0.27
H -0.02 0.12 0.13

Its net charge is +1. The energy is -100076.1584 eV. As for the HOMO-LUMO gap: 0.252 Eh.